1.
Formula: C3H6O
Source: the OMol25 dataset
Level of theory: ωB97M-V/def2-TZVPD

XYZ file:
```
10
Properties=species:S:1:pos:R:3
C 0.46566 -1.09410 0.48992
C 0.10011 -0.12614 -0.61449
C -0.47379 1.24148 -0.23021
O 0.85218 1.06409 -0.61946
H 1.47808 -1.52421 0.42901
H -0.22449 -1.93994 0.53727
H 0.43232 -0.54733 1.43886
H -0.77049 -0.17908 -1.25148
H -1.02984 1.84677 -0.96694
H -0.82974 1.25846 0.78753
```

Maximum force, eV/A: 2.9
Frontier orbital gap, eV: 10.55
SMILES: C[C@H]1CO1
DFT total energy, Ha: -193.04016
Relative energy (zero: lowest compared OMol25 entry of this formula, charge and spin), kJ/mol: 270.5
2S+1: 1
LUMO energy, eV: 1.20
Total charge: 0

***

2.
Formula: C3H6O
Source: the OMol25 dataset
Level of theory: ωB97M-V/def2-TZVPD

XYZ file:
```
10
Properties=species:S:1:pos:R:3
C -1.29791 0.19029 0.14362
C -0.26389 -0.87155 -0.18445
C 1.34580 -0.02416 -0.11465
O 0.73326 -0.85252 0.83113
H -2.06254 -0.37044 0.70217
H -1.78930 0.58059 -0.75428
H -0.95895 1.01010 0.79400
H 0.69557 -0.33620 -1.09623
H 2.34366 -0.37352 -0.39396
H 1.25429 1.04741 0.07267
```

Maximum force, eV/A: 0.4
Frontier orbital gap, eV: 9.43
DFT total energy, Ha: -192.97624
Relative energy (zero: lowest compared OMol25 entry of this formula, charge and spin), kJ/mol: 438.4
2S+1: 1
LUMO energy, eV: 1.04
Total charge: 0

***

3.
Formula: C3H6O
Source: the OMol25 dataset
Level of theory: ωB97M-V/def2-TZVPD

XYZ file:
```
10
Properties=species:S:1:pos:R:3
C 0.41226 0.49208 0.51825
O -2.20550 0.04736 -0.02558
C 1.46492 0.32436 -0.18394
C 0.69142 -0.76389 -0.71576
H 0.52917 1.24251 1.29534
H -1.25926 0.21397 0.15832
H -2.72622 0.18688 0.76858
H 2.50589 0.59690 -0.06440
H 0.46593 -1.64048 -0.11595
H 0.12140 -0.69968 -1.63488
```

Maximum force, eV/A: 3.2
Frontier orbital gap, eV: 10.49
SMILES: C1=CC1.O
DFT total energy, Ha: -192.97123
Relative energy (zero: lowest compared OMol25 entry of this formula, charge and spin), kJ/mol: 451.5
2S+1: 1
LUMO energy, eV: 0.49
Total charge: 0

***

4.
Formula: C3H6O
Source: the OMol25 dataset
Level of theory: ωB97M-V/def2-TZVPD

XYZ file:
```
10
Properties=species:S:1:pos:R:3
C 1.39021 -0.86504 1.86302
C 0.70964 -0.00323 1.11549
H 1.82282 -0.64652 2.82973
H 1.27206 -1.94092 1.70793
H 0.89119 1.06381 1.26549
H -0.03719 -0.11373 0.33690
O -0.93093 -0.11880 -1.56270
C -1.52238 0.58416 -2.34166
H -1.19865 0.94173 -3.32815
H -2.39675 1.09853 -1.88607
```

Maximum force, eV/A: 2.4
Frontier orbital gap, eV: 10.23
SMILES: C=C.C=O
DFT total energy, Ha: -193.05870
Relative energy (zero: lowest compared OMol25 entry of this formula, charge and spin), kJ/mol: 221.9
2S+1: 1
LUMO energy, eV: 0.57
Total charge: 0

***

5.
Formula: C3H6O2
Source: the OMol25 dataset
Level of theory: ωB97M-V/def2-TZVPD

XYZ file:
```
11
Properties=species:S:1:pos:R:3
C -1.53087 -0.07652 -0.00439
C -0.14068 0.39535 0.30991
O 0.11680 1.07754 1.28219
C 1.03859 -0.10972 -0.52293
O 2.03890 -0.49252 0.38328
H -2.24314 0.37462 0.68932
H -1.53742 -1.16742 0.12627
H -1.81350 0.13450 -1.04186
H 1.38482 0.69823 -1.19063
H 0.76325 -0.96368 -1.15420
H 1.92325 0.12961 1.12303
```

Maximum force, eV/A: 0.5
Frontier orbital gap, eV: 10.92
SMILES: CC(=O)CO
DFT total energy, Ha: -268.37287
Relative energy (zero: lowest compared OMol25 entry of this formula, charge and spin), kJ/mol: 84.9
2S+1: 1
LUMO energy, eV: 0.89
Total charge: 0

***

6.
Formula: C3H6O2
Source: the OMol25 dataset
Level of theory: ωB97M-V/def2-TZVPD

XYZ file:
```
11
Properties=species:S:1:pos:R:3
C -2.55981 -0.60483 0.48055
C -3.15075 -1.48698 1.26418
H -2.19501 0.36417 0.79585
H -2.40114 -0.84363 -0.56727
H -3.24227 -1.38883 2.33348
H -3.49036 -2.42341 0.83437
O 2.78901 1.89917 -2.07660
C 3.62738 1.55521 -1.30674
O 3.41888 0.72764 -0.25961
H 4.69920 1.81175 -1.26138
H 2.50488 0.38974 -0.23684
```

Maximum force, eV/A: 1.1
Frontier orbital gap, eV: 10.92
SMILES: O=CO.C=C
DFT total energy, Ha: -268.35408
Relative energy (zero: lowest compared OMol25 entry of this formula, charge and spin), kJ/mol: 134.3
2S+1: 1
LUMO energy, eV: 0.61
Total charge: 0